109
Properties=species:S:1:pos:R:3:forces:R:3 method="wB97M-V/def2-TZVPD" homo_lumo_gap_ev="6.27 / 7.37" lumo_energy_ev="-6.48 / -5.37" charge=+2 s_squared=6.3957 spin_multiplicity=5 e_tot_ha=-4403.5696
Mn -0.0665 0.2912 0.4874 2.8 1.3 -0.7
Cl -0.2354 0.8163 3.4820 0.0 0.1 0.3
P -2.4898 -0.9939 0.8576 0.2 0.0 -0.1
N -0.7731 -0.5718 -1.2639 -0.3 -0.2 -0.4
N 0.3531 -1.4650 1.2257 -0.5 -0.6 0.4
N -3.2961 1.6498 1.5487 -0.2 -0.1 0.2
N -1.4326 1.6472 0.4038 -1.0 0.2 0.2
N -2.5072 -1.7379 -1.9108 -0.2 -0.2 0.0
N -0.9332 -2.6001 2.5829 -0.2 0.0 0.3
C 3.4347 -3.3231 2.2694 0.0 0.0 0.1
C -2.3529 0.8625 0.9903 -0.5 0.1 -0.1
C -4.5002 1.1919 2.2503 0.1 0.0 0.0
C -2.0447 -2.1788 -4.3195 0.0 0.0 0.1
C 4.4992 -1.6556 0.3242 0.0 0.0 0.0
C 0.6514 -0.3867 -4.7249 -0.1 0.0 -0.1
C -0.6039 -0.8418 -2.5964 0.1 0.2 0.1
C 1.4681 1.6382 1.1496 0.2 0.0 0.5
C -2.9587 2.9666 1.3193 -0.2 0.1 0.1
C -0.9233 4.0312 0.0977 0.0 -0.1 0.0
C 0.1735 -5.2536 3.8805 0.1 -0.1 -0.1
C 2.7323 0.8293 -4.6918 0.0 0.0 0.0
C -0.9197 -1.6629 1.6197 0.0 -0.5 0.0
C 0.5495 -0.2928 -3.3387 0.0 0.0 0.1
C -3.7804 4.1065 1.7618 0.0 -0.1 0.0
C -0.7910 5.2322 0.7900 0.0 0.1 0.1
C -1.6906 -1.5871 -3.0126 -0.1 0.0 -0.2
C 4.2569 0.6435 3.5066 0.0 0.0 0.0
C 4.7742 -3.4209 1.9224 0.0 0.0 0.0
C -4.9239 6.1584 1.2358 0.0 0.0 0.0
C 0.6904 -3.9602 3.8963 -0.1 0.0 0.0
C 0.8171 5.9930 -0.8319 0.0 0.0 0.0
C 1.5605 0.3770 -2.6472 0.0 0.0 -0.1
C -3.5037 -2.3005 -6.2343 0.0 0.0 0.0
C 3.1630 -1.5573 0.6707 0.0 -0.1 0.0
C 0.0787 6.2078 0.3241 0.0 0.0 0.0
C -3.7695 -2.4804 -1.8688 0.1 0.1 0.0
C 1.2571 -5.7169 5.9755 0.0 0.0 0.0
C 1.4963 -3.5523 4.9567 0.0 0.0 0.1
C -1.7850 2.9493 0.5970 0.3 0.0 0.1
C -4.9334 5.3240 3.4928 0.0 0.0 0.0
C 3.5848 1.0772 2.3768 0.1 0.0 0.0
C -4.1555 5.0775 0.8352 0.0 0.0 -0.1
C -4.1672 4.2382 3.0946 0.1 0.0 0.1
C -1.2540 -3.1895 -4.8620 0.0 -0.1 0.0
C -2.1199 -3.0684 3.3090 0.1 0.0 0.0
C 1.7788 -4.4289 5.9923 0.0 0.0 0.0
C -1.5883 -3.7511 -6.0851 0.0 0.0 0.0
C 2.1905 1.1553 2.3458 -0.2 -0.1 -0.1
C 5.3130 -2.5865 0.9538 0.0 0.0 0.0
C 1.1660 -2.2880 1.9524 0.2 0.1 -0.1
C 2.1621 0.3274 4.6469 0.0 0.0 0.0
C -1.9187 -1.1124 -0.8759 0.0 -0.1 0.0
C 0.4580 -6.1301 4.9177 0.0 0.0 0.0
C 0.6828 4.7987 -1.5294 0.0 0.0 0.0
C 2.6416 0.9341 -3.3099 0.0 0.0 0.0
C 1.5185 0.7762 3.5114 -0.1 -0.1 -0.2
C 0.3659 -2.9985 2.8258 0.0 -0.1 0.1
C -3.1747 -1.7404 -5.0078 0.0 0.1 0.0
C 3.5490 0.2632 4.6394 0.0 0.0 0.0
C 1.7342 0.1683 -5.3913 0.0 0.0 0.0
C -5.3175 6.2806 2.5624 0.0 0.0 0.0
C -0.1828 3.8209 -1.0661 0.0 0.0 0.0
C -2.7118 -3.3068 -6.7714 0.0 0.0 0.0
C 2.6116 -2.3784 1.6547 -0.1 0.0 0.0
H 2.4073 -4.1086 6.8133 0.0 0.0 0.0
H -2.7844 -2.2323 3.5043 0.0 0.1 0.0
H -0.1216 -0.8808 -5.2968 0.0 0.0 0.0
H -3.8461 4.9803 -0.1994 0.0 0.0 0.0
H 1.7965 0.0852 -6.4690 0.0 0.0 0.0
H 2.5373 -0.8433 0.1556 0.0 0.1 -0.1
H 5.3387 0.6031 3.5076 0.0 0.0 0.0
H 1.4953 6.7564 -1.1912 0.0 0.0 0.0
H -5.2753 1.9436 2.1458 0.0 0.0 0.0
H 1.5922 0.0379 5.5208 0.0 0.0 0.0
H -2.9686 -3.7446 -7.7277 0.0 0.0 0.0
H 1.4736 -6.3990 6.7880 0.0 0.0 0.0
H -1.8038 -3.4949 4.2550 0.0 0.0 0.0
H -3.8454 -3.0184 -0.9282 0.0 0.0 0.0
H -0.3762 -3.5290 -4.3235 0.0 0.0 0.0
H 3.4145 1.4474 -2.7500 0.0 0.0 0.0
H 6.3567 -2.6732 0.6802 0.0 0.0 0.0
H 4.0740 -0.0785 5.5224 0.0 0.0 0.0
H -5.2229 5.4266 4.5306 0.0 0.0 0.0
H -5.2184 6.9066 0.5113 0.0 0.0 0.0
H 4.1428 1.3772 1.4969 0.0 0.0 0.0
H -3.7859 -3.1925 -2.6871 0.0 0.0 0.0
H 3.5735 1.2627 -5.2173 0.0 0.0 0.0
H 1.9026 -2.5469 4.9598 0.0 0.0 0.0
H -0.4301 -5.5859 3.0422 0.0 0.0 0.0
H 0.0616 -7.1371 4.8981 0.0 0.0 0.0
H -4.3739 -1.9474 -6.7727 0.0 0.0 0.0
H -4.6175 -1.8073 -1.9712 0.0 0.1 0.0
H -4.8448 0.2600 1.8127 0.0 0.0 0.0
H 0.1838 7.1369 0.8699 0.0 0.0 0.0
H 3.0352 -3.9971 3.0140 0.0 0.0 -0.1
H -0.3015 2.8959 -1.6197 0.0 0.0 0.0
H -3.8422 3.5114 3.8324 0.0 0.0 0.0
H 0.8471 2.5040 1.3655 -0.2 0.0 -0.1
H -2.6499 -3.8279 2.7382 0.0 0.0 0.0
H 5.3965 -4.1646 2.4045 0.0 0.0 0.0
H -1.3543 5.3995 1.7014 0.0 0.0 -0.1
H -3.7821 -0.9413 -4.5955 0.0 0.0 0.0
H 2.1282 1.8543 0.3117 0.0 -0.1 -0.2
H -4.2946 1.0392 3.3079 0.0 0.0 0.0
H 1.5103 0.4666 -1.5723 0.0 0.0 0.2
H -0.9730 -4.5382 -6.5024 0.0 0.0 0.0
H 1.2461 4.6322 -2.4394 0.0 0.0 0.0
H -5.9221 7.1233 2.8716 0.0 0.0 0.0
H 4.9064 -1.0097 -0.4444 0.0 0.0 0.0